Entry from the Open Molecules 2025 dataset: C39H38As2N5OS2Ti as an isolated structure at a distorted geometry (ωB97M-V/def2-TZVPD).

Properties
* expectation value of S²: 0.76
* LUMO level (spin up / spin down): -6.66 / -6.92 eV
* net charge: +2
* relative energy (zero: lowest compared OMol25 entry of this formula, charge and spin): 39.7 kcal per mole
* multiplicity: 2
* E_HOMO (spin up / spin down): -12.50 / -12.50 eV
* E: -7974.90099 hartree
* orbital gap (spin up / spin down): 5.838 / 5.573 eV

Atoms and positions in Å:
Ti -1.44297 -0.46097 -1.03037
C -5.44527 1.01493 -1.47267
C -3.97027 0.77483 -1.45247
N -3.37197 -0.07927 -0.62217
N -4.13077 -0.79067 0.28143
C -3.72667 -2.01807 0.66913
N -4.49087 -2.75247 1.48013
S -2.23637 -2.58427 0.13713
C -3.08647 1.41453 -2.36927
C -3.50367 2.28353 -3.39977
C -2.60497 2.71473 -4.34157
C -1.26727 2.30443 -4.24247
C -0.89797 1.52543 -3.17367
N -1.76517 1.06573 -2.25347
H -5.71137 1.82203 -0.78607
H -6.00387 0.11823 -1.20647
H -5.77267 1.30693 -2.46517
H -5.06527 -0.46437 0.52313
H -5.38867 -2.44767 1.82433
H -4.16337 -3.66897 1.75313
H -4.52807 2.60623 -3.44887
H -2.92177 3.35103 -5.15217
H -0.54037 2.60873 -4.97877
H 0.14733 1.25393 -3.03677
C -0.12307 -0.23727 2.33153
C 0.53133 -1.44637 1.68653
As 2.11693 -0.92667 0.62523
C 3.31203 -0.92077 2.18403
C 3.87923 0.28463 2.58613
C 4.59713 0.36113 3.76873
C 4.75233 -0.76877 4.55373
C 4.21253 -1.97937 4.14723
C 3.49893 -2.05427 2.96563
C 2.50373 -2.70157 -0.15027
C 1.48283 -3.51067 -0.63747
C 1.75703 -4.71987 -1.25157
C 3.06953 -5.11747 -1.43317
C 4.10153 -4.31077 -0.98007
C 3.82233 -3.11337 -0.34457
As -0.64127 1.02373 0.89233
C -1.91317 2.20063 1.82293
C -2.93377 1.65663 2.59933
C -3.80297 2.47853 3.29613
C -3.66837 3.85603 3.20963
C -2.68177 4.41123 2.40833
C -1.81327 3.58893 1.71193
C 0.88833 2.25573 0.93493
C 1.22943 2.80913 2.16903
C 2.27763 3.70603 2.26983
C 2.97813 4.06813 1.12923
C 2.63733 3.53793 -0.10367
C 1.59373 2.62883 -0.20417
H 0.57383 0.23953 3.03533
H -1.01277 -0.54067 2.90293
H -0.18967 -1.92157 1.01323
H 0.81633 -2.18137 2.44633
H 3.75973 1.16413 1.96003
H 5.04123 1.29763 4.07453
H 5.30893 -0.71477 5.47653
H 4.34963 -2.86747 4.74693
H 3.09133 -3.00327 2.63503
H 0.43963 -3.21157 -0.53617
H 0.94583 -5.34867 -1.58957
H 3.28303 -6.05947 -1.91327
H 5.12503 -4.62077 -1.12317
H 4.63123 -2.49807 0.03793
H -3.03017 0.57483 2.68373
H -4.57567 2.05253 3.92103
H -4.33307 4.49663 3.76563
H -2.58197 5.48553 2.33833
H -1.02867 4.02653 1.09943
H 0.64923 2.54503 3.04973
H 2.53593 4.12803 3.23003
H 3.79113 4.77063 1.20813
H 3.17983 3.84693 -0.98497
H 1.32843 2.20713 -1.17117
O 0.23243 -0.75817 -1.53487
N 0.65373 -1.29967 -2.68557
C 1.96873 -1.27617 -2.98447
C 2.41923 -1.80107 -4.16397
C 1.50353 -2.36867 -5.06257
C 0.17533 -2.40087 -4.73017
C -0.27187 -1.85287 -3.51667
S -1.90517 -1.84147 -3.05567
H 2.61273 -0.82587 -2.23587
H 3.47163 -1.79007 -4.38627
H 1.83953 -2.76647 -6.00687
H -0.57337 -2.84467 -5.36737